Record 1
Entry from OMol25: a cluster of 12 separate species, C59H151N9O25 in total (ωB97M-V/def2-TZVPD).

As for the HOMO-LUMO gap: 0.2947 hartree. Its charge is +6. Its HOMO energy is -15.77 eV. As for the energy: -128165.997 eV. The LUMO energy is -7.7 eV.

Geometry (Å):
C (-9.29, 0.89, -3.57)
O (-8.28, 1.88, -3.38)
C (-7.46, 1.50, -2.28)
C (-6.41, 2.57, -2.14)
N (-5.99, 3.08, -3.54)
H (-6.84, 2.92, -4.11)
H (-5.66, 4.08, -3.56)
C (-4.71, 2.40, -4.03)
C (-3.53, 3.09, -3.23)
O (-3.71, 4.44, -3.59)
C (-3.20, 5.48, -2.75)
H (-8.93, -0.08, -3.93)
H (-10.06, 1.32, -4.27)
H (-9.76, 0.69, -2.59)
H (-7.10, 0.47, -2.38)
H (-8.02, 1.55, -1.31)
H (-5.52, 2.13, -1.75)
H (-6.75, 3.46, -1.63)
H (-4.58, 2.56, -5.08)
H (-4.59, 1.33, -3.79)
H (-2.55, 2.57, -3.54)
H (-3.52, 2.92, -2.16)
H (-3.87, 5.67, -1.96)
H (-2.96, 6.32, -3.40)
H (-2.25, 5.09, -2.38)
C (0.85, 1.87, 5.26)
O (0.48, 0.65, 5.89)
C (-0.90, 0.47, 5.66)
C (-1.37, -0.57, 6.72)
N (-0.46, -1.71, 6.57)
H (-0.60, -2.18, 5.58)
H (0.53, -1.45, 6.58)
C (-0.59, -2.83, 7.54)
C (0.77, -3.35, 7.99)
O (0.66, -4.64, 8.50)
C (1.79, -4.98, 9.39)
H (1.95, 1.91, 5.22)
H (0.44, 2.76, 5.77)
H (0.40, 1.92, 4.26)
H (-1.15, 0.17, 4.62)
H (-1.33, 1.43, 5.83)
H (-2.41, -0.90, 6.57)
H (-1.32, -0.22, 7.76)
H (-1.10, -3.66, 7.01)
H (-1.22, -2.53, 8.39)
H (1.03, -2.71, 8.86)
H (1.51, -3.29, 7.20)
H (1.44, -4.83, 10.43)
H (2.69, -4.44, 9.07)
H (1.93, -6.03, 9.23)
C (-8.71, 6.49, 7.86)
O (-8.23, 5.71, 6.80)
C (-9.15, 5.55, 5.79)
C (-8.49, 4.89, 4.57)
N (-7.35, 5.83, 4.21)
H (-7.73, 6.66, 3.68)
H (-6.92, 6.04, 5.09)
C (-6.24, 5.29, 3.36)
C (-5.23, 4.52, 4.24)
O (-5.02, 5.43, 5.30)
C (-4.02, 5.03, 6.26)
H (-9.54, 6.02, 8.40)
H (-8.93, 7.47, 7.40)
H (-7.89, 6.47, 8.57)
H (-9.60, 6.54, 5.49)
H (-10.02, 4.95, 6.18)
H (-9.08, 4.76, 3.66)
H (-8.02, 3.96, 4.85)
H (-5.75, 6.07, 2.85)
H (-6.65, 4.62, 2.62)
H (-4.31, 4.25, 3.65)
H (-5.69, 3.55, 4.61)
H (-3.06, 5.39, 5.94)
H (-3.99, 3.95, 6.27)
H (-4.38, 5.41, 7.24)
C (0.88, -3.03, -3.50)
O (1.48, -2.96, -4.82)
C (0.50, -2.82, -5.81)
C (-0.12, -4.22, -6.13)
N (0.89, -5.32, -6.30)
H (1.54, -5.28, -5.51)
H (0.28, -6.15, -6.24)
C (1.73, -5.37, -7.51)
C (3.02, -4.58, -7.21)
O (3.58, -5.09, -6.05)
C (4.85, -4.38, -5.79)
H (1.73, -3.07, -2.79)
H (0.40, -3.99, -3.41)
H (0.18, -2.21, -3.34)
H (0.99, -2.33, -6.66)
H (-0.32, -2.16, -5.61)
H (-0.69, -4.12, -7.04)
H (-0.73, -4.50, -5.28)
H (1.25, -4.89, -8.35)
H (1.92, -6.45, -7.62)
H (2.77, -3.50, -7.06)
H (3.77, -4.64, -8.00)
H (5.00, -4.34, -4.73)
H (4.89, -3.33, -6.04)
H (5.65, -4.90, -6.31)
C (-5.95, -3.70, 1.79)
O (-5.09, -4.84, 1.77)
C (-4.86, -5.39, 0.50)
C (-3.66, -6.25, 0.46)
N (-3.75, -7.25, 1.63)
H (-2.97, -7.89, 1.72)
H (-3.64, -6.80, 2.55)
C (-4.99, -8.12, 1.58)
C (-4.67, -9.21, 2.62)
O (-3.95, -8.49, 3.70)
C (-3.85, -9.45, 4.84)
H (-5.91, -3.08, 0.82)
H (-5.57, -3.03, 2.52)
H (-7.00, -3.90, 1.94)
H (-4.66, -4.60, -0.23)
H (-5.79, -5.86, 0.24)
H (-2.75, -5.67, 0.50)
H (-3.49, -6.84, -0.45)
H (-4.99, -8.48, 0.58)
H (-5.86, -7.55, 1.76)
H (-4.13, -10.02, 2.15)
H (-5.60, -9.63, 3.03)
H (-4.27, -8.99, 5.73)
H (-2.84, -9.81, 5.00)
H (-4.40, -10.33, 4.58)
C (7.05, 5.15, -7.28)
O (6.69, 5.96, -8.34)
C (5.84, 5.40, -9.29)
C (5.71, 6.35, -10.41)
N (7.04, 6.87, -10.75)
H (7.44, 7.22, -9.85)
H (7.61, 6.05, -11.04)
C (7.32, 7.86, -11.86)
C (7.06, 7.25, -13.26)
O (7.25, 5.86, -13.22)
C (7.23, 5.24, -14.49)
H (7.42, 4.14, -7.59)
H (6.23, 4.90, -6.63)
H (7.83, 5.66, -6.70)
H (4.79, 5.11, -8.98)
H (6.35, 4.50, -9.60)
H (5.11, 7.23, -10.29)
H (5.28, 5.81, -11.25)
H (8.32, 8.20, -11.78)
H (6.62, 8.69, -11.77)
H (7.63, 7.79, -14.01)
H (6.01, 7.57, -13.50)
H (6.41, 4.54, -14.50)
H (8.07, 4.53, -14.52)
H (7.17, 5.97, -15.27)
C (5.22, 7.42, -1.47)
O (6.15, 8.43, -1.15)
C (5.51, 9.64, -0.79)
C (6.53, 10.70, -0.51)
N (7.58, 10.20, 0.45)
H (7.31, 10.40, 1.43)
H (7.66, 9.17, 0.33)
C (9.08, 10.56, 0.09)
C (9.40, 9.69, -1.13)
O (9.04, 8.34, -0.77)
C (10.13, 7.53, -0.44)
H (4.50, 7.73, -2.25)
H (4.63, 7.18, -0.60)
H (5.79, 6.61, -1.79)
H (4.84, 9.55, 0.07)
H (4.91, 10.08, -1.62)
H (6.12, 11.63, -0.17)
H (6.96, 10.99, -1.47)
H (9.65, 10.23, 0.98)
H (9.17, 11.60, -0.16)
H (10.44, 9.69, -1.54)
H (8.74, 10.03, -1.94)
H (9.74, 6.78, 0.20)
H (10.90, 8.02, 0.18)
H (10.61, 7.15, -1.37)
C (7.26, -6.60, 5.19)
O (5.94, -6.40, 4.66)
C (5.83, -6.50, 3.25)
C (5.56, -7.96, 2.87)
N (4.43, -8.40, 3.79)
H (4.10, -9.37, 3.63)
H (4.85, -8.35, 4.73)
C (3.23, -7.55, 3.75)
C (2.21, -8.04, 4.80)
O (2.07, -9.45, 4.89)
C (1.24, -9.79, 6.05)
H (7.07, -6.37, 6.24)
H (8.03, -5.95, 4.73)
H (7.67, -7.65, 5.17)
H (6.81, -6.29, 2.77)
H (5.09, -5.82, 2.88)
H (6.39, -8.65, 2.92)
H (5.12, -8.00, 1.84)
H (2.83, -7.53, 2.78)
H (3.53, -6.54, 4.01)
H (1.23, -7.62, 4.63)
H (2.52, -7.68, 5.78)
H (0.48, -9.02, 6.19)
H (1.81, -9.88, 6.96)
H (0.82, -10.75, 5.81)
C (0.74, 1.46, -0.67)
O (0.82, 0.26, 0.06)
C (0.46, 0.28, 1.44)
C (0.32, -1.16, 1.77)
N (-0.88, -1.68, 1.05)
H (-0.70, -1.63, 0.04)
H (-0.91, -2.66, 1.32)
C (-2.23, -1.17, 1.42)
C (-3.23, -1.85, 0.53)
O (-2.92, -1.65, -0.82)
C (-3.80, -2.16, -1.83)
H (0.46, 1.12, -1.70)
H (1.74, 1.96, -0.63)
H (-0.01, 2.11, -0.23)
H (-0.41, 0.90, 1.69)
H (1.36, 0.71, 1.91)
H (0.12, -1.31, 2.84)
H (1.19, -1.76, 1.47)
H (-2.17, -0.11, 1.21)
H (-2.38, -1.40, 2.48)
H (-4.20, -1.42, 0.70)
H (-3.30, -2.91, 0.81)
H (-4.86, -2.03, -1.62)
H (-3.69, -3.26, -1.81)
H (-3.45, -1.59, -2.69)
C (-4.41, 1.27, 2.95)
C (-4.06, 1.83, 1.61)
O (-5.04, 2.15, 0.83)
O (-2.84, 1.85, 1.23)
H (-3.77, 1.80, 3.66)
H (-4.12, 0.23, 3.02)
H (-5.45, 1.29, 3.15)
C (-1.28, -5.20, 4.66)
C (-1.11, -3.98, 3.79)
O (-0.95, -4.14, 2.56)
O (-1.12, -2.81, 4.37)
H (-2.27, -5.34, 5.19)
H (-0.62, -5.23, 5.55)
H (-1.17, -6.05, 4.02)
O (-3.30, -5.86, -2.26)
C (-1.85, -5.66, -2.43)
O (-1.29, -6.32, -3.28)
O (-1.26, -4.75, -1.75)
H (-3.65, -6.40, -2.94)

---

Record 2
Entry from OMol25: a cluster of 2 separate species, C2H10N2S2 in total (ωB97M-V/def2-TZVPD).

As for the HOMO-LUMO gap (spin up / spin down): 0.0995 / 0.2780 hartree. Its charge is -1. Its HOMO energy (spin up / spin down) is 0.67 / -4.18 eV. As for the energy: -26885.687 eV. The calculation puts the energy relative to the best compared isomer or geometry (same formula, charge and spin) at 89.9 kJ/mol. The LUMO energy (spin up / spin down) is 3.4 / 3.4 eV. As for the spin multiplicity: 2.

Geometry (Å):
C (-0.15, -2.47, 1.12)
S (-1.24, -2.58, -0.35)
S (-0.12, -2.09, -2.03)
H (-0.24, -3.45, 1.61)
H (-0.63, -1.73, 1.77)
H (0.90, -2.33, 0.91)
H (-0.36, -0.79, -2.36)
N (0.28, 2.61, 0.67)
C (-0.27, 1.53, -0.16)
N (0.70, 1.01, -1.11)
H (-0.37, 3.35, 0.91)
H (0.66, 2.22, 1.53)
H (-0.64, 0.67, 0.41)
H (-1.13, 1.90, -0.72)
H (1.23, 1.75, -1.54)
H (1.38, 0.41, -0.66)

---

Question: Which value of energy does entry 2 give?
Answer: -26885.687 eV

---

Question: Look up the energy of the first one.
Answer: -128165.997 eV

---

Question: Which value of energy does entry 2 give?
Answer: -26885.687 eV